DFT (wB97M-V/def2-TZVPD) results for a single C3H4F2N2 molecule at a distorted geometry.

The charge is 0. The structure (SMILES) is C=N/N=C\C(F)F. The calculation puts the HOMO energy at -9.4 eV. The calculation puts the energy above the lowest of the compared OMol25 structures with the same formula, charge and spin at 253.6 kJ/mol. The calculation puts the frontier orbital gap at 8.988 eV.

Structure (XYZ):
```
11
C3H4F2N2 (wB97M-V/def2-TZVPD)
C 2.4019 0.0765 -0.3545
N 1.1507 0.4318 -0.2438
N 0.4585 -0.0297 0.9000
C -0.8088 -0.3748 0.8350
C -1.7197 0.0604 -0.2621
F -2.7255 -0.7728 -0.4704
F -2.3666 1.3334 0.1721
H 2.9463 0.0571 -1.4470
H 3.1684 -0.2155 0.4284
H -1.4185 -0.9322 1.5286
H -1.0869 0.3659 -1.0864
```